A cluster of 2 separate species, C4H10S in total in a non-equilibrium geometry. Source: the Open Molecules 2025 dataset; level of theory: the ωB97M-V functional and the def2-TZVPD basis.

XYZ file:
```
15
Properties=species:S:1:pos:R:3:forces:R:3
C -4.02264 -0.59566 -0.24649 0.773 1.430 -1.534
C -2.97247 -0.12261 0.41509 -1.175 -1.007 0.400
H -4.11278 -0.14766 -1.26049 -0.521 -0.947 0.526
H -4.74196 -1.30716 0.14263 0.065 0.228 -0.044
H -2.23634 0.53569 0.00190 0.126 0.294 -0.093
H -2.91381 -0.45219 1.42662 0.754 -0.003 0.744
C 1.14395 0.71137 -1.29739 3.288 -0.930 0.220
S 1.41625 0.52132 0.50012 -0.060 0.346 -1.717
C 2.51394 -0.90640 0.36406 -5.030 -1.185 0.985
H 0.59025 1.61336 -1.42152 -0.815 0.156 -0.791
H 0.85648 -0.29782 -1.67020 -0.726 1.218 -0.016
H 2.22251 0.83833 -1.71974 -1.890 0.177 0.456
H 1.96813 -1.22774 1.27412 2.411 -1.182 0.475
H 2.24827 -1.69775 -0.35205 -0.649 0.569 -0.200
H 3.48255 -0.71832 0.16516 3.450 0.836 0.587
```
Forces are in eV/Å.

* HOMO: -8.57 eV
* calculated total energy: -15142.843 eV
* gap between HOMO and LUMO: 0.351 Ha
* structure (SMILES): C=C.CSC
* energy above the lowest of the compared OMol25 structures with the same formula, charge and spin: 58.21 kcal per mole
* net charge: 0

These are the natural (NBO) partial charges, in e, on atoms 1 to 8:
1 C -0.395
2 C -0.383
3 H 0.188
4 H 0.202
5 H 0.198
6 H 0.186
7 C -0.739
8 S 0.178

***

A cluster of 2 separate species, C4H10S in total in a non-equilibrium geometry. Source: the Open Molecules 2025 dataset; level of theory: the ωB97M-V functional and the def2-TZVPD basis.

XYZ file:
```
15
Properties=species:S:1:pos:R:3:forces:R:3
C -1.88433 0.65248 -0.28993 -1.225 1.737 -1.239
C -1.75854 0.00665 1.07073 1.947 -3.163 0.587
C -1.77042 -1.16837 0.16435 -0.522 2.295 1.032
S 1.14821 0.36054 -0.26599 -0.248 -0.560 -0.209
C 2.92465 -0.28790 -0.26373 -1.788 0.952 -0.717
H -1.24889 1.53974 -0.30787 0.915 -0.228 0.277
H -1.55038 0.25603 -1.27955 0.158 -0.531 0.456
H -2.89717 1.04417 -0.35442 -0.186 -0.509 -0.456
H -2.61239 0.09775 1.66972 -1.474 0.242 0.422
H -0.86916 0.19717 1.67664 0.242 0.109 -0.944
H -0.86642 -1.57169 -0.29675 0.042 0.352 0.230
H -2.77774 -1.54448 -0.02501 0.354 -0.198 -0.272
H 2.92195 -1.33234 -0.69353 0.326 1.065 1.075
H 3.32343 0.41438 -1.04528 0.576 -0.838 1.297
H 3.13728 -0.08654 0.82333 0.881 -0.725 -1.541
```
Forces are in eV/Å.

* HOMO: -6.17 eV
* calculated total energy: -15139.926 eV
* gap between HOMO and LUMO: 0.175 Ha
* energy above the lowest of the compared OMol25 structures with the same formula, charge and spin: 125.48 kcal per mole
* net charge: 0

These are the natural (NBO) partial charges, in e, on atoms 1 to 8:
1 C -0.694
2 C -0.406
3 C 0.003
4 S -0.797
5 C -0.732
6 H 0.357
7 H 0.363
8 H 0.242

***

A structure of composition C4H10S in a non-equilibrium geometry. Source: the Open Molecules 2025 dataset; level of theory: the ωB97M-V functional and the def2-TZVPD basis.

XYZ file:
```
15
Properties=species:S:1:pos:R:3:forces:R:3
C 1.83621 -0.28838 -0.25692 0.416 2.718 2.349
C 0.44983 -0.82642 0.36701 0.343 -0.669 4.233
C -0.77059 -0.25051 -0.24359 1.844 3.936 -4.359
C -0.72199 1.33690 0.02701 -2.761 -0.924 1.772
H 1.96771 -0.58731 -1.28272 0.066 -0.057 -0.377
H 2.89630 -0.56024 0.37799 -3.422 0.693 -1.659
H 1.70673 1.07157 -0.24587 0.859 -4.580 -0.061
H 0.21260 -1.97552 0.43936 1.429 1.907 -0.013
H 0.41354 -0.31152 1.48445 0.401 -2.033 -2.246
H -0.65604 -0.46466 -1.35652 0.198 0.592 0.944
H -0.59781 1.34724 1.12287 -0.083 0.042 -0.067
H -1.82443 1.76632 -0.03616 2.631 -0.109 -0.664
H 0.11416 1.90695 -0.27975 0.178 0.701 -1.243
H -2.54315 -1.81022 -0.05186 -0.269 2.071 -0.034
S -2.48310 -0.35418 -0.06529 -1.830 -4.287 1.424
```
Forces are in eV/Å.

* HOMO: -8.86 eV
* calculated total energy: -15141.984 eV
* gap between HOMO and LUMO: 0.360 Ha
* energy above the lowest of the compared OMol25 structures with the same formula, charge and spin: 78.02 kcal per mole
* net charge: 0

These are the natural (NBO) partial charges, in e, on atoms 1 to 8:
1 C -0.590
2 C -0.423
3 C -0.405
4 C -0.622
5 H 0.203
6 H 0.235
7 H 0.195
8 H 0.223

***

A structure of composition C4H10S2 in a non-equilibrium geometry. Source: the Open Molecules 2025 dataset; level of theory: the ωB97M-V functional and the def2-TZVPD basis.

XYZ file:
```
16
Properties=species:S:1:pos:R:3:forces:R:3
C -2.67521 -0.85504 0.55790 -0.441 2.230 -2.105
C -1.94668 0.01769 -0.34757 -3.646 -2.229 -1.481
S 0.52750 -0.63566 2.12043 -0.364 0.156 -0.417
S 1.67452 1.02498 1.67682 -0.496 -0.181 -0.174
C 1.61191 1.09289 -0.18306 1.252 -0.421 1.352
C 2.33580 -0.11232 -0.78228 -1.420 -1.013 -0.302
H -1.54543 -0.29891 0.82788 1.991 -0.180 1.282
H -3.48725 -0.46417 1.17129 0.692 0.013 0.348
H -2.66131 -1.91548 0.34919 0.617 -0.017 0.456
H -2.22541 1.03532 -0.59772 0.285 0.286 1.196
H -1.66756 -0.52045 -1.25540 1.264 0.001 0.662
H 2.16049 2.01129 -0.40729 -0.671 0.197 -0.192
H 0.54458 1.05515 -0.35790 0.162 0.610 -0.682
H 1.50946 -0.82512 -0.96630 0.622 -0.077 -0.250
H 2.87374 0.03666 -1.72061 -0.138 0.321 0.075
H 2.97088 -0.64681 -0.08539 0.292 0.305 0.231
```
Forces are in eV/Å.

* HOMO: -6.25 eV
* calculated total energy: -25975.247 eV
* gap between HOMO and LUMO: 0.149 Ha
* energy above the lowest of the compared OMol25 structures with the same formula, charge and spin: 132.32 kcal per mole
* net charge: 0

These are the Löwdin partial charges, in e, on atoms 1 to 8:
1 C 0.032
2 C -0.040
3 S -0.105
4 S 0.249
5 C -0.605
6 C -0.205
7 H 0.036
8 H 0.105

***

The molecule C4H10S2 in a non-equilibrium geometry. Source: the Open Molecules 2025 dataset; level of theory: the ωB97M-V functional and the def2-TZVPD basis.

XYZ file:
```
16
Properties=species:S:1:pos:R:3:forces:R:3
C -1.63479 -2.42234 1.14345 0.022 -0.229 0.252
C -0.62519 -1.61301 0.34365 -0.755 -0.359 -1.009
S -0.88869 0.16089 0.65364 0.091 -0.112 0.057
S 0.95425 0.83755 1.12257 0.224 0.306 0.437
C 1.66290 1.84768 -0.26105 -0.288 -1.264 -0.389
C 0.67846 2.11645 -1.38486 0.942 1.555 -0.504
H -1.59489 -3.48648 0.89602 0.334 0.030 0.108
H -2.68514 -2.16420 0.98105 0.216 0.431 -0.131
H -1.41073 -2.26475 2.19432 -0.170 -0.255 0.238
H -0.79252 -1.80339 -0.71891 0.030 0.128 -0.096
H 0.40182 -1.91133 0.52826 0.064 0.218 0.387
H 2.01915 2.70284 0.29843 0.158 0.340 -0.391
H 2.48200 1.24651 -0.66412 0.155 0.267 0.236
H 1.15910 2.53172 -2.28847 0.548 -0.688 0.211
H 0.10555 3.01798 -1.16798 -1.050 -0.680 0.469
H 0.16871 1.20390 -1.67600 -0.520 0.311 0.124
```
Forces are in eV/Å.

* HOMO: -8.46 eV
* calculated total energy: -25980.432 eV
* gap between HOMO and LUMO: 0.342 Ha
* structure (SMILES): CCSSCC
* energy above the lowest of the compared OMol25 structures with the same formula, charge and spin: 12.74 kcal per mole
* net charge: 0

These are the natural (NBO) partial charges, in e, on atoms 1 to 8:
1 C -0.621
2 C -0.537
3 S 0.092
4 S 0.047
5 C -0.510
6 C -0.636
7 H 0.214
8 H 0.212

***

A cluster of 2 separate species, C4H10S2 in total in a non-equilibrium geometry. Source: the Open Molecules 2025 dataset; level of theory: the ωB97M-V functional and the def2-TZVPD basis.

XYZ file:
```
16
Properties=species:S:1:pos:R:3:forces:R:3
C 1.10334 -1.21862 -0.01674 -2.874 0.479 -0.860
C -0.16210 -2.15128 0.43428 0.760 2.785 -1.287
C 1.13596 0.15230 0.78810 0.320 -1.202 0.794
S -0.12006 0.39679 2.00783 0.582 0.497 -0.694
S -0.71383 1.00679 -2.06498 0.350 1.203 1.331
C -1.36258 2.26575 -0.90276 0.016 1.812 -2.282
H 0.79887 -0.83367 -1.07710 1.261 -1.324 1.637
H 2.05025 -1.75592 0.05890 -0.103 0.220 -0.164
H -1.05337 -1.57482 0.00022 0.989 -1.313 0.718
H -0.22561 -2.12397 1.51508 -0.170 -0.406 0.127
H -0.04754 -3.14926 0.04000 -0.165 -0.199 -0.126
H 0.95553 0.95161 0.03447 -0.370 0.323 -0.662
H 2.14045 0.32942 1.22398 -0.571 0.144 -0.308
H -2.08641 1.78379 -0.30348 -1.180 -0.080 0.426
H -1.80226 3.25133 -1.55436 1.138 -2.774 1.916
H -0.61065 2.66976 -0.18345 0.015 -0.164 -0.566
```
Forces are in eV/Å.

* HOMO: -8.19 eV
* calculated total energy: -25975.096 eV
* gap between HOMO and LUMO: 0.151 Ha
* energy above the lowest of the compared OMol25 structures with the same formula, charge and spin: 135.78 kcal per mole
* net charge: 0

These are the natural (NBO) partial charges, in e, on atoms 1 to 8:
1 C -0.403
2 C -0.613
3 C -0.624
4 S 0.141
5 S 0.014
6 C -0.797
7 H 0.223
8 H 0.211